# 1
This record from OMol25 describes a structure of composition C15H18BeCl2N2O2. The level of theory is the ωB97M-V functional and the def2-TZVPD basis.

The geometry in XYZ format:
```
40
Properties=species:S:1:pos:R:3:forces:R:3
C -2.268 -3.183 0.037 1.373 0.345 -0.084
C -1.743 -3.335 1.478 1.041 0.224 0.134
H -2.816 -2.244 -0.076 -0.107 -0.457 -0.134
H -2.755 -4.044 -0.424 -0.458 0.097 0.514
H -1.345 -3.074 -0.555 -0.291 0.150 -0.138
H -0.751 -2.834 1.558 -0.662 0.010 -0.269
H -2.336 -2.846 2.265 -0.198 -0.603 -0.302
H -1.463 -4.370 1.711 -0.623 0.045 0.178
C -0.476 0.352 -2.382 0.872 1.505 -0.177
C -0.368 1.197 -3.510 0.809 -0.045 1.531
C 0.554 2.266 -3.456 -0.196 -0.595 -0.335
C 1.370 2.444 -2.334 0.591 0.221 0.546
H -1.151 -0.488 -2.302 -0.020 -0.005 -0.058
H -0.982 0.996 -4.363 -0.137 0.112 -0.350
H 0.657 2.920 -4.331 -0.009 -0.262 0.496
H 2.175 3.200 -2.248 -0.823 -0.346 -0.452
N 0.265 0.609 -1.293 0.396 0.920 -0.352
C 1.191 1.613 -1.233 -1.064 -0.416 -0.831
C 1.882 1.667 0.083 0.242 -0.664 1.563
N 1.388 0.741 0.953 -0.041 -0.424 -0.342
C 1.893 0.368 2.143 0.896 1.438 -0.690
C 3.406 2.181 1.801 0.637 0.234 1.017
C 2.952 1.152 2.642 -1.410 -0.839 -0.806
H 1.498 -0.545 2.630 0.022 0.878 -0.452
H 3.295 0.889 3.646 0.373 0.607 -0.517
C 2.953 2.449 0.513 -0.870 -0.706 -0.328
H 3.351 3.195 -0.169 0.240 0.001 0.511
H 4.169 2.808 2.228 0.356 0.211 -0.150
Be 0.196 -0.090 0.204 -0.995 -3.758 0.345
C 1.280 -2.034 -0.110 -0.031 1.201 -0.199
H 2.240 -1.826 0.405 -0.216 -0.171 -0.083
H 1.536 -1.977 -1.187 -0.061 0.041 0.209
H 1.059 -3.111 0.055 -0.307 0.697 0.202
Cl -3.754 0.649 -1.043 -0.185 -0.049 0.086
C -3.578 0.739 0.741 0.277 -0.319 -0.056
Cl -4.179 -0.719 1.546 -0.371 0.178 -0.009
C -2.060 0.887 1.038 -0.599 -0.196 0.102
O -1.765 1.976 1.503 0.911 -0.528 -0.275
O -1.346 -0.174 0.763 0.131 1.638 0.047
H -4.176 1.596 1.076 0.505 -0.369 -0.091
```
Positions in Å, forces in eV/Å.

Summary:
Strongest force on any atom in hartree/bohr: 0.0759
Net charge: 0
Frontier orbital gap in eV: 6.10
2S+1: 1
Electronic energy in eV: -48370.1011

# 2
This record from OMol25 describes a structure of composition C15H18Br36ClFO3S. The level of theory is the ωB97M-V functional and the def2-TZVPD basis.

The geometry in XYZ format:
```
75
Properties=species:S:1:pos:R:3:forces:R:3
O 0.858 0.622 3.823 0.028 -0.326 0.062
S 1.286 1.526 2.788 -1.127 -0.400 0.926
O -0.086 2.410 2.326 0.280 -0.046 -0.674
F -0.786 1.830 1.236 -0.114 0.066 0.231
O 1.475 0.715 1.432 -0.316 -0.105 -0.313
C 2.093 -0.589 1.599 0.464 -0.129 0.912
C 1.122 -1.737 1.884 -0.239 0.089 -0.780
C -0.350 -1.448 1.623 -0.173 -0.530 0.600
Cl -0.916 -2.071 0.051 0.015 0.391 -0.344
H 2.774 -0.516 2.449 0.133 -0.011 -0.001
H 2.729 -0.756 0.739 -0.308 0.199 -0.397
H 1.223 -2.105 2.900 0.087 0.219 0.164
H 1.396 -2.557 1.223 0.094 -0.168 0.117
H -0.930 -1.999 2.352 -0.112 -0.100 0.086
H -0.633 -0.412 1.731 0.044 0.138 -0.271
C -4.351 -3.934 -0.600 0.015 0.016 0.078
Br -4.531 -2.018 -0.657 -0.072 0.009 -0.021
Br -3.014 -4.570 -1.823 0.032 0.013 -0.112
Br -3.988 -4.554 1.182 0.103 -0.018 0.115
H -5.299 -4.349 -0.910 -0.009 -0.047 0.021
C 1.775 -6.103 0.948 -0.045 -0.108 -0.094
Br 1.711 -8.022 1.060 0.005 -0.025 0.008
Br 0.214 -5.392 0.080 0.039 -0.036 0.112
Br 2.058 -5.315 2.679 -0.023 0.009 0.046
H 2.627 -5.849 0.336 0.030 0.009 0.002
C -7.492 -2.376 1.957 0.021 -0.001 -0.036
Br -7.608 -4.280 2.190 -0.056 0.008 0.033
Br -9.157 -1.621 1.367 -0.017 0.008 0.013
Br -6.834 -1.517 3.545 0.034 0.005 0.026
H -6.765 -2.194 1.178 0.024 0.008 -0.025
C 4.780 3.954 0.997 0.163 -0.170 0.058
Br 5.677 5.255 2.087 -0.024 -0.009 0.020
Br 3.688 2.747 2.059 1.068 0.993 -0.420
Br 3.721 4.770 -0.377 -0.006 -0.001 -0.028
H 5.544 3.366 0.510 0.006 -0.029 0.000
C 3.038 6.573 -4.209 -0.034 -0.016 -0.003
Br 3.955 5.448 -5.462 0.055 -0.028 -0.071
Br 1.751 5.575 -3.185 -0.092 -0.010 0.006
Br 4.264 7.513 -3.069 0.098 0.074 0.014
H 2.493 7.316 -4.774 0.019 -0.077 0.079
C -4.936 -8.350 2.159 0.068 0.030 0.032
Br -4.968 -10.255 2.400 -0.025 -0.018 0.012
Br -6.623 -7.682 1.518 -0.039 -0.086 -0.049
Br -4.395 -7.432 3.758 -0.065 -0.136 -0.112
H -4.199 -8.136 1.399 0.001 0.033 -0.025
C -5.712 -7.601 7.787 0.012 -0.008 -0.017
Br -6.496 -6.301 6.615 -0.094 0.100 0.010
Br -6.336 -9.375 7.395 0.009 -0.025 -0.020
Br -3.791 -7.499 7.752 0.037 0.003 -0.013
H -6.027 -7.364 8.792 0.002 0.001 0.027
C 4.047 1.096 -5.712 0.081 -0.027 0.066
Br 2.396 0.966 -6.692 -0.037 0.026 -0.002
Br 5.387 2.060 -6.701 -0.068 0.000 0.012
Br 3.769 1.833 -3.961 -0.017 0.020 0.031
H 4.417 0.091 -5.578 -0.005 -0.033 -0.034
C -3.129 -2.916 4.859 -0.014 0.035 -0.005
Br -2.465 -4.710 4.642 0.116 0.138 0.009
Br -4.441 -2.826 6.258 0.002 -0.005 0.053
Br -1.703 -1.656 5.141 0.014 0.012 0.006
H -3.622 -2.644 3.935 -0.023 -0.013 -0.012
C 4.020 0.853 -10.201 -0.019 0.025 0.068
Br 5.099 -0.705 -9.878 0.013 -0.025 0.009
Br 5.099 2.405 -10.537 0.044 0.047 -0.088
Br 2.742 0.557 -11.603 -0.006 -0.010 -0.020
H 3.464 1.044 -9.295 0.000 0.002 0.025
C 1.254 10.636 -4.132 -0.020 0.048 0.080
Br 0.784 9.618 -2.570 0.018 -0.042 0.012
Br 2.784 11.748 -3.821 0.049 -0.031 -0.031
Br 1.491 9.499 -5.668 -0.038 0.117 -0.124
H 0.423 11.288 -4.353 -0.033 -0.006 -0.010
C 4.395 9.590 0.170 -0.054 -0.043 -0.027
Br 4.003 11.458 -0.039 -0.006 0.041 0.022
Br 6.177 9.174 -0.425 0.002 -0.029 -0.011
Br 4.094 8.998 1.972 -0.005 -0.001 0.023
H 3.710 9.044 -0.464 0.004 -0.008 -0.033
```
Positions in Å, forces in eV/Å.

Summary:
Strongest force on any atom in hartree/bohr: 0.0295
Net charge: 0
Frontier orbital gap in eV: 9.37
2S+1: 1
Electronic energy in eV: -2569585.6448

# 3
This record from OMol25 describes a cluster of 2 separate species, C15H18BrCl3FN2O5PS in total. The level of theory is the ωB97M-V functional and the def2-TZVPD basis.

The geometry in XYZ format:
```
47
Properties=species:S:1:pos:R:3:forces:R:3
C -3.856 3.014 4.845 -0.267 -0.231 0.093
C -3.658 1.397 4.782 -1.199 2.131 1.330
O -2.513 1.135 3.925 -0.712 -1.896 -1.954
P -2.722 -0.248 2.955 -2.553 -3.353 3.227
O -3.458 -1.318 3.813 2.004 2.771 -2.528
C -1.002 -0.913 2.568 1.288 -0.132 -0.129
C -0.931 -1.900 1.298 -0.686 0.191 -1.016
C 0.348 -1.643 0.347 0.490 0.417 -1.670
N 0.078 -1.243 -0.992 4.113 -0.951 2.707
C 1.265 -1.045 -1.779 0.953 0.228 -0.664
C 1.090 -0.643 -3.302 3.053 0.004 -0.462
C 2.305 -0.392 -4.254 -0.988 -1.069 4.991
Br 1.996 0.103 -6.149 0.432 -0.562 2.136
C 3.736 -0.523 -3.634 -1.695 -0.654 2.441
C 3.898 -0.922 -2.152 -2.935 -0.366 -2.229
S 5.643 -1.054 -1.517 3.788 5.684 0.021
O 5.842 0.137 -0.599 -1.400 -4.309 -1.698
O 6.638 -0.904 -2.654 -3.478 -2.266 2.820
F 5.885 -2.442 -0.611 -0.822 2.098 -2.025
C 2.678 -1.213 -1.173 1.099 0.531 -1.960
N 3.022 -1.609 0.167 -6.365 0.161 -0.932
C 1.805 -1.829 0.867 0.971 0.423 -1.203
Cl 1.976 -2.407 2.613 -0.169 0.814 -2.503
O -3.676 -0.021 1.560 2.390 1.561 2.270
C -4.044 1.371 1.332 -1.542 1.008 -1.605
C -5.537 1.633 1.901 -0.538 -0.195 -0.784
H -4.722 3.262 5.576 1.409 -0.499 -1.207
H -2.918 3.554 5.227 -1.301 -1.002 -0.560
H -4.125 3.463 3.823 0.438 -0.771 1.467
H -4.625 0.910 4.420 1.524 0.550 0.391
H -3.489 1.079 5.879 0.105 0.061 -1.975
H -0.227 -0.084 2.431 -1.179 -0.927 0.225
H -0.674 -1.526 3.488 -0.841 1.297 -1.218
H -1.877 -1.691 0.662 1.811 -0.359 0.695
H -1.029 -3.014 1.600 0.506 1.929 -0.342
H 0.022 -0.559 -3.731 1.976 -0.162 0.932
H 4.663 -0.309 -4.299 -2.075 -0.454 1.733
H -3.270 2.140 1.671 -1.025 -1.266 -0.094
H -4.126 1.494 0.183 0.359 -0.322 1.897
H -5.644 2.588 2.517 0.277 -1.467 -0.687
H -6.247 1.757 0.992 1.179 -0.164 1.499
H -5.943 0.704 2.460 0.924 1.621 -0.720
C 5.499 0.087 -7.443 -0.006 0.263 -0.177
Cl 4.910 -1.128 -8.582 -0.008 0.096 -0.028
Cl 5.900 -0.641 -5.882 0.719 -0.041 -0.640
H 6.392 0.555 -7.855 -0.083 -0.204 0.100
H 4.724 0.838 -7.294 0.059 -0.219 0.039
```
Positions in Å, forces in eV/Å.

Summary:
Strongest force on any atom in hartree/bohr: 0.1328
Net charge: 0
Frontier orbital gap in eV: 7.52
2S+1: 1
SMILES: CCOP(=O)(CCc1nc2cc(Br)cc(S(=O)(=O)F)c2nc1Cl)OCC.ClCCl
Electronic energy in eV: -159508.8369

# 4
This record from OMol25 describes a structure of composition C15H18BrN3O5Pb. The level of theory is the ωB97M-V functional and the def2-TZVPD basis.

The geometry in XYZ format:
```
43
Properties=species:S:1:pos:R:3:forces:R:3
Pb 0.603 -0.924 0.189 -0.307 -0.121 -0.091
C -0.880 0.382 5.754 0.045 0.007 -0.061
C 0.204 0.207 4.725 -0.146 0.008 0.092
C 1.551 0.386 5.022 0.129 0.038 0.084
C 2.532 0.229 4.049 0.041 0.041 0.194
C 2.109 -0.110 2.793 -0.118 -0.068 -0.243
Br 3.332 -0.374 1.362 0.214 0.053 0.136
N 0.827 -0.291 2.468 0.036 0.096 -0.023
C -0.109 -0.135 3.420 -0.050 -0.042 -0.122
H -0.464 0.424 6.758 0.006 -0.010 -0.009
H -1.596 -0.439 5.715 0.023 0.002 -0.006
H -1.427 1.311 5.580 0.027 -0.009 0.000
H 1.848 0.649 6.030 -0.010 -0.003 -0.010
H 3.582 0.362 4.270 -0.034 -0.002 0.000
H -1.135 -0.299 3.110 0.059 0.001 -0.011
C -4.651 -1.183 -2.782 0.005 0.057 0.061
C -5.075 0.239 -2.425 0.052 -0.022 -0.016
C -4.728 0.681 -0.998 0.063 -0.137 -0.002
C -5.291 2.061 -0.658 0.070 0.062 0.131
C -4.881 2.584 0.716 -0.002 -0.029 -0.077
C -5.243 -0.345 -0.002 -0.120 -0.139 0.023
O -6.369 -0.630 0.241 0.072 0.022 -0.020
N -4.113 -0.944 0.607 -0.035 0.027 -0.038
C -2.947 -0.416 0.202 -0.049 0.136 -0.089
O -1.837 -0.749 0.631 -0.012 -0.092 0.118
N -3.249 0.566 -0.746 0.070 0.021 -0.079
C -2.373 1.408 -1.371 -0.083 0.107 0.186
O -2.592 2.335 -2.068 -0.023 -0.068 -0.020
H -4.886 -1.388 -3.825 -0.006 0.002 0.003
H -5.178 -1.929 -2.182 0.027 0.033 -0.015
H -3.573 -1.337 -2.664 -0.042 0.010 -0.005
H -6.158 0.343 -2.516 0.008 -0.005 -0.005
H -4.630 0.965 -3.109 -0.032 -0.002 -0.010
H -6.375 1.944 -0.703 -0.008 0.020 -0.002
H -5.007 2.758 -1.445 -0.015 -0.002 -0.003
H -5.210 1.921 1.519 0.000 0.009 -0.012
H -5.336 3.556 0.894 -0.010 -0.007 0.008
H -3.798 2.722 0.800 -0.021 0.002 -0.011
H -4.176 -1.699 1.275 0.000 -0.002 0.036
O -1.058 1.010 -1.037 0.044 -0.100 -0.101
C -0.044 1.866 -0.972 0.243 0.019 0.112
O 0.977 1.437 -0.472 -0.068 0.066 -0.055
H -0.184 2.882 -1.346 -0.046 0.023 -0.047
```
Positions in Å, forces in eV/Å.

Summary:
Strongest force on any atom in hartree/bohr: 0.0066
Net charge: +2
Frontier orbital gap in eV: 9.04
2S+1: 1
Energy relative to the best compared isomer or geometry (same formula, charge and spin) in eV: 0.000
Electronic energy in eV: -105832.6501

# 5
This record from OMol25 describes a structure of composition C15H18Cl2N2O2W. The level of theory is the ωB97M-V functional and the def2-TZVPD basis.

The geometry in XYZ format:
```
40
Properties=species:S:1:pos:R:3:forces:R:3
C 1.278 -2.744 -0.982 0.351 -0.614 0.163
C 1.168 -2.319 -2.462 0.490 -0.395 -0.153
H 1.827 -2.046 -0.316 0.037 -0.160 -0.401
H 1.916 -3.643 -0.955 -0.137 0.385 0.224
H 0.330 -3.054 -0.520 0.134 -0.189 -0.110
H 1.958 -1.632 -2.774 -0.237 -0.223 0.050
H 1.321 -3.221 -3.062 -0.440 0.113 -0.052
H 0.164 -1.960 -2.761 -0.089 0.095 -0.189
C 1.814 -0.571 1.742 -0.450 0.545 -0.077
C 2.315 -0.068 2.935 0.088 -0.532 -0.445
C 2.132 1.281 3.245 0.104 -0.424 -0.177
C 1.376 2.077 2.394 -0.364 -0.343 -0.840
H 1.968 -1.606 1.425 0.073 0.473 0.444
H 2.874 -0.761 3.570 -0.174 0.450 -0.114
H 2.579 1.674 4.151 -0.080 0.128 -0.097
H 1.239 3.139 2.557 -0.059 -0.196 0.283
N 1.042 0.193 0.911 -0.193 0.181 0.175
C 0.758 1.498 1.275 1.158 -0.894 0.825
C -0.284 2.138 0.505 -1.353 0.700 -1.504
N -0.889 1.305 -0.393 0.041 -0.497 -0.332
C -1.981 1.695 -1.093 0.801 0.086 0.474
C -1.826 3.889 -0.113 -0.138 -0.190 -0.328
C -2.471 2.988 -0.968 -0.203 -0.153 -0.049
H -2.406 0.931 -1.749 -0.018 0.409 0.137
H -3.349 3.261 -1.559 0.334 0.055 0.317
C -0.722 3.473 0.621 0.616 -1.056 0.150
H -0.150 4.139 1.264 -0.436 0.002 -0.104
H -2.189 4.911 -0.035 0.115 -0.185 0.007
W 0.166 -0.571 -0.896 -0.313 1.559 3.112
C 1.286 0.653 -2.240 -1.500 -0.048 -0.412
H 0.781 1.631 -2.240 0.488 -0.138 -0.207
H 1.305 0.259 -3.267 0.193 0.359 0.284
H 2.308 0.753 -1.845 -0.084 -0.215 0.052
Cl -4.169 -2.969 -0.562 0.170 -0.302 0.218
C -2.922 -2.971 0.693 -0.145 0.681 -0.034
Cl -1.854 -4.388 0.703 -0.152 -0.073 -0.105
C -2.000 -1.764 0.476 -0.754 0.039 1.951
O -1.699 -1.033 1.429 0.301 -0.821 -2.203
O -1.582 -1.681 -0.770 1.665 1.477 -0.754
H -3.408 -2.888 1.665 0.159 -0.087 -0.177
```
Positions in Å, forces in eV/Å.

Summary:
Strongest force on any atom in hartree/bohr: 0.0680
Net charge: +2
Frontier orbital gap (spin up / spin down) in eV: 7.23 / 7.56
2S+1: 3
Energy relative to the best compared isomer or geometry (same formula, charge and spin) in eV: 0.000
<S²>: 2.0186
Electronic energy in eV: -49775.4987